No. 1
The following is a quantum chemistry calculation of 4 unconnected molecules or ions with the total composition C21H40ClNO12S5, from the OMol25 dataset.

Computed properties:
highest occupied orbital energy	-10.038	eV
LUMO energy	-0.002	eV
structure (SMILES)	NCC[C@@]1(CCCCS(=O)(=O)O)OC(=O)O[C@]1(S)Cl.O=S1(=O)CCCC1.O=S1(=O)CCCC1.O=S1(=O)CCCC1
orbital gap	10.04	eV

CARTESIAN COORDINATES (ANGSTROEM)
Cl  0.3607  -2.3089  0.5772
S  1.8709  3.0011  5.2475
S  -4.0588  -1.9292  -9.8146
S  -2.5075  -2.1654  7.1715
S  0.7112  1.5776  -6.4804
S  3.1637  -1.3832  0.0137
O  0.6230  2.8172  -7.2087
O  3.4600  2.8812  5.3722
O  2.2321  1.8869  -1.0506
O  -2.4613  -1.4488  5.9207
O  1.2847  1.8407  5.8302
O  -4.6179  -1.7710  -8.4963
O  2.1972  1.0663  1.0861
O  0.3015  0.3295  -7.0756
O  1.0604  -0.0211  -0.5084
O  1.4663  4.2444  5.8077
O  -3.2708  -3.3783  7.3135
O  -4.9012  -2.0968  -10.9710
N  1.6260  -1.6839  5.0839
C  1.4336  -0.9515  0.5258
C  0.0894  2.7815  3.2684
C  1.0015  1.6467  -3.8282
C  1.8741  1.0692  -0.2473
C  -0.2023  2.1613  1.9016
C  -2.8997  -0.5988  -10.1089
C  -1.4834  -2.5852  -10.0583
C  -1.5709  -1.1299  -9.5800
C  1.8970  -0.3839  3.0202
C  2.3172  2.0973  -4.4718
C  -0.0991  1.7812  -4.8902
C  2.3712  1.4105  -5.8336
C  -0.6541  -1.5752  8.9967
C  1.3431  0.0762  1.6811
C  -0.8366  -2.4598  7.7568
C  -2.9783  -1.0391  8.4813
C  -2.8366  -3.2469  -9.7663
C  1.1902  -1.5691  3.6827
C  1.5675  3.0663  3.4827
C  -2.0381  -1.3851  9.6323
C  -0.0728  0.6330  1.8892
H  -0.4974  0.2750  2.8130
H  3.0769  1.8659  -6.5243
H  -0.7284  0.2630  1.1103
H  0.7667  2.2309  -2.9452
H  2.6266  -1.8253  5.0941
H  -2.8067  -0.0250  8.1216
H  -4.0298  -1.1794  8.7197
H  -2.8596  -0.4297  -11.1846
H  1.4342  -2.5096  3.2151
H  1.4531  -0.8040  5.5547
H  0.0537  -2.0208  9.6940
H  -0.2543  -0.6030  8.7004
H  -1.2458  2.3721  1.7026
H  0.3426  2.6603  1.1122
H  -1.2885  -2.6050  -11.1327
H  1.8599  4.0520  3.1651
H  -0.8671  1.0193  -4.7851
H  -2.0325  -0.6033  10.3903
H  3.1767  1.8348  -3.8579
H  -0.3512  2.1432  4.0225
H  0.1128  -1.4686  3.7088
H  2.5787  0.3458  -5.7318
H  -0.4256  3.7311  3.3162
H  2.3138  3.1818  -4.6012
H  -2.8639  -3.6868  -8.7716
H  -0.7331  -0.5346  -9.9370
H  2.2358  2.3399  3.0404
H  -2.3578  -2.3144  10.1086
H  2.9383  -0.6714  2.9019
H  -3.2412  0.2998  -9.6011
H  -0.6717  -3.1215  -9.5693
H  -3.0974  -3.9960  -10.5092
H  1.9055  0.4149  3.7458
H  3.8237  -1.5213  1.1729
H  -0.7498  -3.5165  8.0012
H  -0.1367  -2.2070  6.9626
H  1.0872  0.6038  -3.5167
H  -1.5628  -1.0968  -8.4898
H  -0.5545  2.7693  -4.8758
H  3.6167  3.0802  6.3064

Atomic forces in eV per Å
-0.27 0.05 -0.11
-0.51 0.64 -0.19
0.24 0.08 -0.16
0.17 0.20 0.16
0.12 -0.09 0.30
-0.06 -0.69 -0.21
-0.08 -0.05 -0.17
-0.34 -0.05 -0.43
-0.60 -1.16 1.22
-0.11 -0.14 -0.13
-0.01 -1.10 -0.06
-0.16 -0.03 -0.02
-0.49 0.57 -0.92
-0.09 0.05 -0.24
0.78 0.21 -0.79
0.05 0.83 0.28
-0.07 -0.02 -0.17
-0.20 -0.02 0.10
-0.15 -0.13 -0.20
0.34 0.92 0.28
-0.02 0.36 -0.85
-0.06 -0.04 -0.18
0.37 0.94 -0.42
-0.34 -0.17 0.47
0.32 0.13 0.03
-0.03 0.08 -0.04
-0.07 -0.15 0.04
0.45 -0.52 -0.54
-0.10 0.03 0.00
0.00 -0.02 0.36
0.24 0.08 0.22
-0.08 0.05 -0.01
0.22 -0.96 1.42
0.37 0.09 0.18
0.01 0.11 0.31
0.37 -0.16 -0.04
0.27 0.23 0.98
0.59 -0.73 1.12
0.07 -0.07 -0.05
-0.25 0.32 -0.81
0.02 -0.27 0.33
-0.10 -0.02 -0.12
-0.09 -0.14 -0.21
-0.01 0.01 0.02
0.16 -0.05 0.18
0.00 -0.01 -0.06
-0.03 -0.06 -0.14
-0.07 -0.03 -0.01
-0.03 -0.24 -0.38
0.01 0.13 0.11
0.01 -0.01 -0.01
-0.01 0.00 -0.01
-0.31 0.00 -0.11
0.28 0.05 -0.21
-0.02 0.00 0.00
0.11 0.36 -0.13
-0.04 0.01 -0.15
-0.01 0.00 0.00
-0.01 0.01 0.02
0.14 -0.14 0.34
-0.26 0.02 -0.21
-0.05 -0.02 -0.04
-0.20 0.26 0.17
0.03 0.00 -0.03
-0.10 0.07 0.03
0.01 0.03 0.05
0.03 -0.12 -0.24
-0.04 0.01 0.00
0.32 0.05 -0.06
-0.14 -0.05 0.01
0.00 -0.01 0.01
-0.16 0.01 0.03
-0.23 0.42 0.05
-0.40 0.02 0.18
-0.13 -0.03 -0.06
-0.07 -0.12 -0.11
0.01 0.01 0.01
0.04 0.08 0.00
0.03 0.02 -0.13
0.40 0.07 0.16

---

No. 2
The following is a quantum chemistry calculation of a molecular structure, C21H40GeNO5Ti, from the OMol25 dataset.

Computed properties:
highest occupied orbital energy (spin up / spin down)	-5.580 / -5.704	eV
multiplicity	2
LUMO energy (spin up / spin down)	0.335 / 0.322	eV
orbital gap (spin up / spin down)	5.91 / 6.03	eV

CARTESIAN COORDINATES (ANGSTROEM)
Ge  0.0373  1.8923  1.4387
Ti  0.4022  -0.2777  -0.4174
O  1.8139  -1.9936  -2.3186
O  -0.5622  1.6569  -0.3862
O  1.5973  0.9751  0.8018
O  -0.7069  0.1756  1.6853
O  1.1187  -2.3506  0.0595
N  -1.2862  -1.6565  -0.8482
C  1.4887  -0.5650  -2.0386
C  1.0965  -2.5324  -3.4098
C  0.6412  3.5562  -1.2960
C  2.5976  -0.0858  2.7215
C  -1.1754  0.0717  4.0429
C  -0.6672  2.7679  -1.2892
C  -2.2799  -1.4647  2.4181
C  -1.8169  3.6558  -0.8222
C  3.8268  0.1821  0.5555
C  2.8305  0.8177  1.5150
C  -2.8815  0.9499  2.4208
C  0.1044  -3.3157  0.2288
C  -1.1579  -2.9418  -0.5100
C  -1.7471  -0.0537  2.6326
C  3.3258  2.1916  1.9537
C  -2.4070  -1.2587  -1.4634
C  2.3499  0.2553  -2.9578
C  -0.9592  2.2133  -2.6764
C  -3.2971  -3.4655  -1.4331
C  -3.4350  -2.1245  -1.7713
C  -2.1419  -3.8783  -0.7966
H  -2.5523  1.9689  2.6371
H  -3.7262  0.7247  3.0751
H  0.8290  3.9994  -0.3145
H  -2.4588  -0.2048  -1.7051
H  -1.4740  -2.1895  2.5425
H  1.4786  -2.4114  -0.8930
H  -1.9605  4.4947  -1.5059
H  -3.2204  0.9105  1.3835
H  -1.9945  -4.9141  -0.5199
H  3.5329  -0.2619  3.2568
H  0.0150  -2.4475  -3.2506
H  3.4116  -0.0089  -2.8544
H  2.2504  1.3185  -2.7290
H  4.2947  2.1072  2.4488
H  -1.6148  4.0575  0.1732
H  -0.2075  1.4737  -2.9555
H  3.4351  2.8435  1.0852
H  2.0965  0.1387  -4.0218
H  -1.9400  -0.1227  4.7978
H  0.4420  -4.3055  -0.0929
H  -0.7844  1.0788  4.2072
H  2.1928  -1.0451  2.3940
H  -4.0792  -4.1762  -1.6657
H  3.9502  0.8095  -0.3281
H  -0.1127  -3.3756  1.2978
H  1.3470  -2.0101  -4.3366
H  -2.7421  3.0781  -0.7796
H  -4.3197  -1.7553  -2.2700
H  -2.7021  -1.5686  1.4180
H  1.8862  0.3707  3.4140
H  0.6001  4.3651  -2.0277
H  -1.9409  1.7340  -2.6919
H  1.4787  2.9028  -1.5395
H  2.6274  2.6581  2.6517
H  -0.9683  3.0178  -3.4142
H  3.4694  -0.7935  0.2241
H  1.3746  -3.5831  -3.5162
H  -0.3599  -0.6410  4.1752
H  -3.0595  -1.6945  3.1469
H  4.7959  0.0601  1.0440

Atomic forces in eV per Å
0.00 -0.02 0.01
0.05 0.07 -0.04
0.01 -0.01 0.00
0.01 -0.06 -0.04
-0.04 0.02 0.03
0.12 -0.06 0.04
-0.07 0.04 0.01
-0.02 -0.04 -0.03
-0.07 0.00 0.05
0.00 0.01 -0.01
0.00 0.00 0.01
0.01 0.00 0.01
0.00 0.03 -0.01
0.03 0.03 0.01
0.02 -0.01 0.01
0.00 0.00 0.01
-0.01 0.00 0.00
0.00 0.00 -0.01
-0.02 -0.02 -0.01
0.03 0.02 0.01
-0.01 -0.03 0.00
-0.06 0.04 -0.05
0.01 0.00 0.00
0.02 0.02 0.04
0.01 0.01 0.00
-0.01 0.01 0.00
0.00 0.01 0.00
-0.01 -0.01 0.00
-0.01 0.01 0.01
0.01 0.00 -0.01
0.00 0.00 0.00
0.01 0.00 0.00
0.00 0.00 0.00
0.01 -0.01 -0.01
0.02 -0.03 0.01
0.00 0.00 0.00
0.00 0.00 0.00
0.00 0.00 0.00
0.00 0.00 0.00
0.00 0.00 0.00
0.00 0.00 0.00
0.00 -0.01 0.00
0.00 0.00 0.00
0.00 0.00 0.00
0.00 -0.01 0.00
0.00 0.00 0.00
0.00 0.00 0.00
0.00 -0.01 0.00
0.02 0.01 -0.01
0.00 -0.01 0.01
0.00 0.00 0.00
0.00 0.00 0.00
0.00 0.00 0.00
-0.02 -0.02 -0.01
0.00 0.00 0.00
0.00 0.00 0.00
0.00 -0.01 0.00
-0.01 0.00 0.00
0.00 0.00 0.00
-0.01 0.00 0.00
0.01 -0.01 -0.01
-0.01 0.00 0.00
0.00 0.00 0.00
0.00 0.00 0.00
0.00 0.00 0.00
0.00 0.00 0.00
0.00 0.00 0.01
0.00 0.01 0.00
0.00 0.00 0.00

---

No. 3
The following is a quantum chemistry calculation of 2 unconnected molecules or ions with the total composition C21H40NO8, from the OMol25 dataset.

Computed properties:
charge	-1
highest occupied orbital energy	-2.354	eV
LUMO energy	1.769	eV
orbital gap	4.12	eV

CARTESIAN COORDINATES (ANGSTROEM)
O  1.0895  1.9428  -1.4901
O  7.1229  -2.9776  1.7400
O  -0.5263  0.8704  -0.2589
O  3.0122  -1.7001  -1.1832
O  2.2260  3.2590  -3.3357
O  -5.6594  0.2534  4.2183
O  3.5005  -2.4413  1.1075
O  0.1195  1.9543  -3.7483
N  -2.9434  0.7377  1.8451
C  -3.6401  1.7331  -3.1942
C  -5.2742  2.9272  -1.3101
C  6.6608  -4.0975  2.2683
C  4.8977  -0.4221  0.4134
C  2.3565  -0.3559  -1.2915
C  1.2461  2.4458  -2.8923
C  -5.2524  -0.1425  2.8297
C  7.7887  -4.7270  3.1026
C  0.9475  -0.3900  -2.1397
C  -3.4042  4.3131  -2.6638
C  0.0421  0.8750  -1.6154
C  -2.8850  0.0392  0.4983
C  -0.9166  1.6859  -2.6993
C  -5.8095  1.1051  1.8650
C  6.2917  -5.0461  1.1154
C  -1.3453  -0.3225  0.0045
C  5.0786  -0.1932  2.0593
C  -3.7876  2.8415  -1.9961
C  -3.6010  -0.2208  2.8599
C  3.7681  -1.5763  0.1075
C  -2.2512  0.8642  -3.1760
H  5.7807  -4.0686  2.9264
H  4.6220  0.6492  -0.0097
H  5.9519  -6.0108  1.5107
H  -3.4876  0.6056  -0.3549
H  -1.9534  0.8383  2.1627
H  8.6934  -4.9172  2.5101
H  7.1411  -5.2483  0.4496
H  -5.9821  2.0338  -1.6406
H  -2.4647  -0.1269  -2.5895
H  5.4761  -4.6383  0.5051
H  4.0391  -0.3570  2.6098
H  0.4392  -1.4434  -1.9020
H  8.0693  -4.0852  3.9473
H  -0.8567  -0.9527  0.8872
H  -1.0089  2.7432  -2.2076
H  -3.8690  2.2186  -4.2593
H  7.4638  -5.6885  3.5177
H  -5.1654  2.9733  -0.1271
H  -5.6411  0.8808  0.7268
H  -5.2045  2.0758  2.1828
H  -3.1838  -1.3141  2.7571
H  -5.7740  -1.1431  2.5108
H  -2.0518  0.5339  -4.3058
H  5.4360  0.9396  2.1771
H  3.1692  0.3377  -1.8013
H  -5.3288  1.2163  4.2691
H  -2.8833  4.0821  -3.6979
H  -6.9509  1.2728  2.1405
H  -4.3673  4.9583  -2.9020
H  2.1776  -0.0231  -0.1595
H  -3.0115  2.6901  -1.1109
H  -3.2326  0.1719  3.9223
H  -3.4392  -1.0117  0.6116
H  5.9173  -0.8908  2.5024
H  -1.4570  -1.0604  -0.8967
H  1.1650  -0.3950  -3.2931
H  -5.8441  3.9161  -1.6209
H  -4.5250  0.9487  -3.0305
H  5.9310  -0.8249  0.0104
H  -2.6424  4.8791  -1.9684

Atomic forces in eV per Å
-0.38 0.98 -4.64
-0.21 2.34 -0.22
-0.09 -1.94 -2.40
0.61 2.01 2.75
-6.96 -5.94 3.27
0.94 1.10 -1.77
1.30 5.44 -7.09
1.84 1.13 3.26
0.31 -2.23 -0.07
-1.26 -0.71 0.50
-0.38 0.23 0.20
1.57 -0.73 -1.15
0.01 0.04 0.69
0.69 0.50 0.35
3.45 3.05 -1.52
0.14 1.64 -0.20
-0.05 -0.84 0.63
-0.02 -1.73 0.99
0.33 -0.51 -0.35
0.58 1.57 -0.18
0.03 -0.96 -0.99
0.76 -1.16 1.40
0.34 -0.45 0.84
-0.50 -0.92 0.07
-1.32 -1.27 1.07
0.00 0.35 -0.36
0.20 1.28 -0.16
0.49 0.56 0.75
-0.94 -4.30 5.36
0.05 0.42 -1.72
-0.63 0.36 0.40
0.49 -2.51 0.38
-0.15 -0.29 -0.07
1.42 -0.90 1.83
-1.12 0.02 -0.35
-0.23 0.21 -0.13
0.05 0.26 0.22
1.58 1.73 0.88
0.86 2.12 -0.84
0.15 0.13 0.19
2.31 0.39 -1.18
1.00 2.36 -0.46
-0.12 0.08 -0.21
-0.81 1.43 -1.83
-0.84 -2.19 -0.69
0.74 -0.92 2.41
0.06 -0.25 0.21
-0.34 -0.29 -2.63
-0.44 0.54 2.27
-1.24 -2.05 -0.86
-0.95 1.89 0.08
1.07 1.92 1.02
-0.30 0.62 2.48
-0.87 -2.39 -0.15
-2.03 -1.14 1.07
-0.79 -2.21 0.02
-0.86 0.75 2.12
2.41 -0.49 -0.78
2.06 -1.30 0.67
0.01 -0.27 -2.70
-1.59 -0.09 -2.03
-1.07 -0.92 -2.18
1.26 2.05 -0.39
-1.80 1.00 -1.13
0.44 1.62 1.51
-0.62 0.42 2.32
1.26 -2.00 0.52
1.93 1.53 -0.43
-2.18 0.73 0.65
-1.68 -0.87 -1.47

---

What did we get for E? Answer: -4232.9013, -4181.5638, -1480.4074 hartree, in the order shown.